[1]
Entry from OMol25: C3H6BrNO2 in the gas phase at a distorted geometry (wB97M-V/def2-TZVPD).

Structure (ORCA input):
```
! RIJCOSX wB97M-V def2-TZVPD def2/J DEFGRID3
* xyz 0 1
C 0.052 -0.260 1.405
C -0.238 -0.049 -0.057
C 0.615 -0.635 -1.130
Br -2.087 -0.967 -0.423
N -0.410 1.455 -0.232
O -0.067 2.143 0.679
O -0.949 1.786 -1.228
H -0.729 -0.022 2.159
H 0.912 0.333 1.795
H 0.378 -1.324 1.361
H 1.705 -0.413 -1.039
H 0.216 -0.279 -2.071
H 0.603 -1.769 -1.220
*
```

As for the SMILES: CC(C)(Br)[N+](=O)[O-]. Its orbital gap is 10.162 eV. The value obtained for the relative energy (zero: lowest compared OMol25 entry of this formula, charge and spin) is 304.1 kJ/mol.

[2]
Entry from OMol25: H2S in the gas phase at a distorted geometry (wB97M-V/def2-TZVPD).

Structure (ORCA input):
```
! RIJCOSX wB97M-V def2-TZVPD def2/J DEFGRID3
* xyz 0 1
S -0.045 -0.088 0.544
H -0.946 0.370 -0.181
H 0.992 -0.282 -0.363
*
```

As for the SMILES: S. Its orbital gap is 10.841 eV. The value obtained for the relative energy (zero: lowest compared OMol25 entry of this formula, charge and spin) is 23.7 kJ/mol.

[3]
Entry from OMol25: a 2-piece molecular cluster, C10H17B2F2IO10PS overall at a distorted geometry (wB97M-V/def2-TZVPD).

Structure (ORCA input):
```
! RIJCOSX wB97M-V def2-TZVPD def2/J DEFGRID3
* xyz -1 1
C -0.761 -1.334 3.545
C -1.016 -2.612 2.676
C -2.194 -2.516 1.668
I -4.075 -2.059 2.715
C -1.935 -1.599 0.385
O -2.953 -0.531 0.483
S -2.262 0.885 1.045
O -2.828 1.173 2.393
O -2.585 2.079 0.224
O -0.645 0.422 1.062
C -0.633 -0.774 0.251
B 0.754 -1.515 0.029
O 2.004 -0.871 -0.034
O 0.700 -2.932 -0.072
C 1.343 -3.441 -1.249
P -0.828 0.028 -1.504
C 0.631 1.130 -1.874
C -1.072 -1.270 -2.834
H -0.390 -1.647 4.543
H -1.644 -0.692 3.681
H 0.075 -0.772 3.089
H -1.292 -3.419 3.388
H -0.073 -2.967 2.213
H -2.367 -3.542 1.289
H -2.309 -2.175 -0.474
H 2.577 -1.402 0.522
H 1.905 -2.684 -1.821
H 0.547 -3.845 -1.912
H 1.962 -4.307 -0.951
H 0.387 2.005 -2.492
H 1.383 0.508 -2.416
H 1.116 1.405 -0.921
H -0.248 -1.996 -2.947
H -2.061 -1.732 -2.693
H -1.118 -0.712 -3.792
B 1.188 4.717 -0.219
O 1.410 4.584 -1.676
C 2.692 4.822 -1.914
O 3.203 4.793 -3.003
C 3.381 5.123 -0.627
O 4.549 5.382 -0.492
O 2.502 5.060 0.363
F 0.725 3.492 0.309
F 0.256 5.738 0.042
*
```

Its orbital gap is 7.843 eV.

[4]
Entry from OMol25: C8H22AlF2N3O6S2 as an isolated structure at a distorted geometry (wB97M-V/def2-TZVPD).

Structure (ORCA input):
```
! RIJCOSX wB97M-V def2-TZVPD def2/J DEFGRID3
* xyz 2 1
Al 2.995 -20.405 -22.291
N 2.462 -18.344 -18.801
S 1.990 -16.932 -18.442
O 3.061 -16.014 -18.245
O 0.715 -16.724 -17.784
F 1.594 -16.596 -19.938
S 2.767 -18.739 -17.125
O 1.597 -19.174 -16.359
O 3.865 -18.038 -16.440
F 3.444 -20.141 -17.414
C 8.301 -22.368 -21.840
C 7.257 -23.005 -20.990
C 6.928 -22.098 -19.780
O 6.448 -20.822 -20.200
C 7.169 -19.763 -19.616
N 6.042 -23.162 -21.719
H 8.088 -21.310 -21.990
H 8.379 -22.783 -22.845
H 9.311 -22.478 -21.445
H 7.719 -23.947 -20.695
H 7.821 -22.193 -19.161
H 6.184 -22.651 -19.206
H 7.192 -19.829 -18.528
H 6.674 -18.824 -19.865
H 8.143 -19.686 -20.099
H 5.599 -23.900 -21.190
H 6.299 -23.722 -22.519
C -2.111 -17.694 -25.177
C -1.207 -18.132 -24.040
C -1.843 -19.251 -23.147
O -0.958 -19.585 -22.070
C -1.633 -19.768 -20.822
N 0.082 -18.666 -24.511
H -2.552 -18.562 -25.667
H -1.682 -17.073 -25.964
H -2.954 -17.131 -24.777
H -1.065 -17.309 -23.340
H -2.038 -20.094 -23.810
H -2.739 -18.748 -22.781
H -2.027 -18.859 -20.367
H -0.937 -20.207 -20.107
H -2.497 -20.429 -20.893
H -0.229 -19.277 -25.253
H 0.631 -17.900 -24.874
*
```

Its orbital gap is 1.948 eV. The value obtained for the relative energy (zero: lowest compared OMol25 entry of this formula, charge and spin) is 0.0 kJ/mol.

[5]
Entry from OMol25: C44H52BrFN6O7Sb2Ti as an isolated structure at a distorted geometry (wB97M-V/def2-TZVPD).

Structure (ORCA input):
```
! RIJCOSX wB97M-V def2-TZVPD def2/J DEFGRID3
* xyz 2 1
Ti 1.032 1.651 1.397
O 2.896 -1.865 -0.267
C 3.697 -1.216 -1.183
C 4.110 -1.855 -2.354
C 4.952 -1.188 -3.267
C 5.430 0.070 -2.990
C 4.981 0.729 -1.863
C 4.099 0.064 -0.957
C 3.465 0.867 0.203
O 2.086 1.255 0.036
N 3.593 0.103 1.445
N 2.803 0.730 2.481
C 3.260 0.638 3.657
C 2.484 1.085 4.881
Br 0.961 0.031 5.263
C 2.997 1.952 5.751
C 2.538 2.342 7.093
C 1.229 2.644 7.427
C 0.891 3.140 8.674
C 1.856 3.176 9.675
C 3.163 2.755 9.421
C 3.503 2.348 8.138
H 2.922 -1.331 0.597
H 3.746 -2.852 -2.590
H 5.301 -1.640 -4.188
H 6.236 0.534 -3.530
H 5.220 1.814 -1.679
H 3.996 1.857 0.275
H 4.575 -0.006 1.689
H 4.239 0.232 3.873
H 4.011 2.277 5.470
H 0.381 2.553 6.764
H -0.097 3.527 8.916
H 1.625 3.582 10.634
H 3.906 2.776 10.151
H 4.499 2.002 7.941
C -1.312 -0.870 -4.866
Sb -0.677 0.491 -3.183
C 0.947 1.267 -4.390
C -2.228 1.991 -3.632
C -1.783 2.871 -4.714
C -1.969 2.525 -6.009
C -1.538 3.283 -7.095
C -0.700 4.332 -6.868
C -0.599 4.784 -5.520
C -1.096 4.077 -4.440
C -1.027 4.750 -3.069
Sb 0.927 4.502 -2.076
C 0.384 5.706 -0.348
C 1.817 6.220 -3.067
H -1.384 -0.148 -5.656
H -2.265 -1.372 -4.666
H -0.439 -1.483 -4.959
H 0.798 0.857 -5.404
H 1.889 0.936 -3.995
H 0.867 2.359 -4.421
H -2.438 2.481 -2.699
H -3.118 1.425 -3.905
H -2.755 1.786 -6.216
H -1.780 2.882 -8.083
H -0.277 5.042 -7.599
H -0.061 5.727 -5.439
H -1.800 4.465 -2.356
H -1.116 5.834 -3.242
H -0.429 6.378 -0.656
H 1.179 6.266 0.200
H -0.179 5.064 0.356
H 1.829 6.089 -4.166
H 2.797 6.354 -2.587
H 1.166 7.043 -2.828
C -4.221 -2.412 -2.063
C -4.650 -1.755 -0.722
N -3.473 -1.347 0.050
C -3.233 -0.044 0.214
C -2.028 0.452 0.539
C -1.806 1.946 0.398
O -2.664 2.743 0.091
O -0.495 2.248 0.603
C -0.974 -0.401 1.026
O 0.051 -0.075 1.674
C -1.261 -1.811 0.894
C -0.336 -2.791 1.345
C -0.810 -4.059 1.469
F 0.044 -5.002 1.880
C -2.129 -4.529 1.212
C -3.024 -3.601 0.724
C -2.582 -2.264 0.545
N -2.421 -5.928 1.274
C -2.037 -6.703 2.386
C -2.904 -7.968 2.442
N -3.359 -8.226 1.054
C -2.374 -7.947 -0.028
C -1.844 -6.506 0.065
H -5.118 -2.830 -2.544
H -3.361 -3.137 -1.888
H -3.818 -1.677 -2.708
H -5.311 -2.341 -0.098
H -5.152 -0.831 -0.988
H -4.014 0.616 -0.138
H 0.692 -2.550 1.522
H -4.035 -3.926 0.548
H -2.217 -6.111 3.293
H -0.957 -6.916 2.392
H -3.842 -7.807 3.002
H -2.364 -8.826 2.776
H -4.210 -7.684 0.806
H -3.656 -9.224 1.036
H -2.880 -8.138 -0.952
H -1.583 -8.662 -0.016
H -2.188 -5.896 -0.780
H -0.723 -6.445 0.066
O 0.670 2.503 3.378
N 0.846 3.633 2.971
O 1.535 3.538 1.868
*
```

Its orbital gap is 5.278 eV. The value obtained for the relative energy (zero: lowest compared OMol25 entry of this formula, charge and spin) is 94.1 kJ/mol.

[6]
Entry from OMol25: a 2-piece molecular cluster, CH2O3S2 overall at a distorted geometry (wB97M-V/def2-TZVPD).

Structure (ORCA input):
```
! RIJCOSX wB97M-V def2-TZVPD def2/J DEFGRID3
* xyz 0 1
C -0.982 -0.381 1.038
O -1.764 2.375 0.584
O -1.851 -0.439 0.137
O -0.396 -0.945 1.884
S 1.513 -0.583 -1.012
S -1.014 1.241 0.067
H 1.876 -1.007 -2.161
H 2.618 -0.260 -0.536
*
```

Its orbital gap is 9.081 eV. The value obtained for the relative energy (zero: lowest compared OMol25 entry of this formula, charge and spin) is 158.4 kJ/mol.

[7]
Entry from OMol25: C37H49N4O3PRbSSiTe as an isolated structure at a distorted geometry (wB97M-V/def2-TZVPD).

Structure (ORCA input):
```
! RIJCOSX wB97M-V def2-TZVPD def2/J DEFGRID3
* xyz -1 1
Rb 0.643 0.611 0.768
N 0.355 -1.430 -3.413
N 1.165 -0.685 -2.473
C 1.620 0.576 -3.064
N 2.343 0.258 -4.315
S 2.712 1.336 -1.829
H 0.401 -2.405 -3.132
H 0.797 -1.357 -4.331
H 2.004 -1.205 -2.238
H 2.590 1.141 -4.754
H 3.233 -0.138 -4.028
O 0.057 -3.812 -0.414
C 1.074 -4.693 0.043
C 1.235 -4.674 1.550
C 1.649 -3.321 2.147
C 2.917 -2.755 1.553
C 4.093 -3.501 1.558
C 5.244 -2.960 1.011
C 5.193 -1.683 0.481
C 3.990 -0.994 0.537
N 2.875 -1.511 1.059
H -0.592 -3.678 0.292
H 2.006 -4.396 -0.443
H 0.846 -5.717 -0.275
H 1.969 -5.441 1.814
H 0.282 -4.971 2.002
H 1.789 -3.466 3.221
H 0.856 -2.581 2.019
H 4.106 -4.494 1.993
H 6.167 -3.527 1.004
H 6.061 -1.220 0.032
H 3.898 -0.002 0.112
C -4.999 3.322 2.978
C -4.453 4.521 2.541
C -3.225 4.531 1.891
C -2.524 3.347 1.675
C -3.073 2.150 2.134
C -4.305 2.135 2.772
P -0.907 3.326 0.798
C -1.457 4.310 -0.733
C -2.749 4.319 -1.267
C -3.020 4.894 -2.505
C -2.000 5.471 -3.247
C -0.699 5.434 -2.758
C -0.434 4.848 -1.529
C 0.006 4.687 1.655
C 0.284 6.013 1.467
C 1.076 6.678 2.440
C 1.577 6.040 3.547
C 1.301 4.666 3.769
C 1.736 3.863 4.854
C 1.337 2.550 4.921
C 0.488 1.962 3.941
C 0.050 2.686 2.853
C 0.494 4.026 2.812
H -5.958 3.314 3.483
H -4.985 5.451 2.706
H -2.797 5.466 1.544
H -2.516 1.228 1.997
H -4.721 1.197 3.120
H -3.564 3.892 -0.691
H -4.035 4.904 -2.887
H -2.214 5.930 -4.206
H 0.110 5.857 -3.344
H 0.589 4.789 -1.171
H -0.077 6.560 0.603
H 1.295 7.731 2.296
H 2.178 6.595 4.262
H 2.381 4.285 5.618
H 1.679 1.942 5.755
H 0.186 0.926 4.094
O -1.322 -0.996 1.091
O -2.101 -2.153 0.515
C -0.290 0.026 -6.258
Si -0.674 1.324 -4.938
C -2.453 1.029 -4.379
C -0.672 2.967 -5.861
C 0.424 1.501 -3.393
H -0.730 0.346 -7.209
H -0.723 -0.948 -6.009
H 0.782 -0.107 -6.399
H -3.098 0.721 -5.207
H -2.871 1.939 -3.938
H -2.479 0.242 -3.624
H -1.376 2.927 -6.699
H 0.317 3.205 -6.268
H -0.970 3.788 -5.205
H -0.244 1.492 -2.524
H 0.836 2.512 -3.419
C -2.954 -2.411 -2.182
Te -1.598 -1.147 -1.064
C -3.101 0.326 -0.828
H -3.222 -1.968 -3.140
H -3.838 -2.534 -1.557
H -2.470 -3.374 -2.340
H -3.534 0.120 0.149
H -3.847 0.264 -1.617
H -2.635 1.313 -0.823
*
```

Its orbital gap is 5.622 eV. The value obtained for the relative energy (zero: lowest compared OMol25 entry of this formula, charge and spin) is 134.9 kJ/mol.

[8]
Entry from OMol25: a 2-piece molecular cluster, C2H12N4O overall at a distorted geometry (wB97M-V/def2-TZVPD).

Structure (ORCA input):
```
! RIJCOSX wB97M-V def2-TZVPD def2/J DEFGRID3
* xyz 2 3
C 1.857 1.816 -0.774
C 1.431 0.413 -0.532
N 1.222 -0.149 0.683
N -1.675 -0.347 0.084
N 0.843 -1.500 0.912
N -2.961 -0.605 0.733
O 1.094 -0.422 -1.504
H 2.349 1.833 -1.815
H 0.923 2.449 -0.794
H 2.586 2.068 -0.019
H 1.415 0.427 1.527
H -1.787 -0.497 -0.951
H -1.319 0.584 0.135
H 1.336 -1.837 1.768
H 1.214 -2.113 0.148
H -2.703 -0.486 1.719
H -3.777 -0.006 0.540
H -3.279 -1.589 0.605
H 1.230 -0.040 -2.465
*
```

Its orbital gap (alpha / beta) is 6.605 / 8.750 eV. The value obtained for the relative energy (zero: lowest compared OMol25 entry of this formula, charge and spin) is 0.0 kJ/mol.

[9]
Entry from OMol25: C9H14N2O5 in the gas phase at a distorted geometry (wB97M-V/def2-TZVPD).

Structure (ORCA input):
```
! RIJCOSX wB97M-V def2-TZVPD def2/J DEFGRID3
* xyz 0 1
N -1.415 -0.716 1.547
C -1.497 -0.740 0.086
C -2.367 0.404 -0.563
C -3.757 0.057 -0.289
O -4.358 -1.023 -0.031
O -4.399 1.275 -0.115
C -0.077 -0.612 -0.471
O 0.407 -1.694 -0.870
N 0.728 0.491 -0.392
C 0.804 1.815 0.453
C 2.341 1.996 0.481
C 2.946 1.517 -0.852
C 2.065 0.114 -0.877
C 2.711 -0.862 0.048
O 3.508 -1.687 -0.373
O 2.504 -0.616 1.454
H -0.776 0.077 1.917
H -1.074 -1.664 1.773
H -1.817 -1.755 -0.182
H -2.256 0.438 -1.667
H -2.231 1.480 -0.203
H -5.220 0.811 0.571
H 0.307 1.542 1.445
H 0.232 2.629 0.062
H 2.718 1.162 1.296
H 2.518 3.077 0.982
H 4.057 1.337 -0.553
H 2.672 2.075 -1.692
H 2.080 -0.402 -1.873
H 3.273 -1.399 1.424
*
```

As for the SMILES: N[C@@H](CC(=O)O)C(=O)N1CCC[C@H]1C(=O)O. Its orbital gap is 9.753 eV. The value obtained for the relative energy (zero: lowest compared OMol25 entry of this formula, charge and spin) is 475.1 kJ/mol.

[10]
Entry from OMol25: C22H34GaNOP3 as an isolated structure at a distorted geometry (wB97M-V/def2-TZVPD).

Structure (ORCA input):
```
! RIJCOSX wB97M-V def2-TZVPD def2/J DEFGRID3
* xyz 1 1
C -1.405 3.401 -2.923
C -1.221 2.056 -2.628
C 0.137 1.546 -2.612
C 1.199 2.413 -2.725
C 0.956 3.748 -3.189
C -0.318 4.239 -3.231
C 2.448 1.838 -2.207
C 2.671 0.460 -2.662
C 1.570 -0.340 -2.542
C 1.675 -1.784 -2.465
C 2.931 -2.344 -2.577
C 4.064 -1.546 -2.873
C 3.936 -0.190 -2.976
H -2.403 3.852 -2.958
H 1.800 4.463 -3.293
H -0.477 5.274 -3.456
H 3.315 2.459 -2.548
H 3.072 -3.435 -2.544
H 5.023 -2.024 -3.023
H 4.865 0.427 -3.043
N 0.450 0.326 -2.008
Ga 0.579 0.262 -0.435
C -2.346 1.263 -1.989
H -2.440 0.279 -2.484
H -3.281 1.877 -1.947
C 0.531 -2.583 -1.832
H -0.370 -2.424 -2.447
H 0.852 -3.643 -1.697
P -1.918 0.964 -0.212
P 0.156 -2.014 -0.137
C 1.521 -2.809 0.814
H 1.336 -2.641 1.888
H 1.475 -3.885 0.575
H 2.491 -2.382 0.512
C -1.330 -3.015 0.274
H -1.037 -4.075 0.118
H -1.564 -2.810 1.338
H -2.151 -2.708 -0.401
C -2.216 2.642 0.544
H -3.221 2.975 0.200
H -2.183 2.515 1.651
H -1.423 3.337 0.192
C -3.305 -0.059 0.485
H -3.090 -0.139 1.584
H -4.245 0.504 0.272
H -3.273 -1.052 -0.008
H 2.353 1.842 -1.043
H 0.765 0.971 1.025
C -1.270 -2.027 4.807
P -0.550 -0.642 3.889
C -1.369 0.872 4.424
C 1.198 -0.513 4.331
O -0.727 -0.820 2.407
H -0.782 -2.953 4.503
H -2.339 -2.078 4.595
H -1.126 -1.891 5.874
H -1.151 0.977 5.488
H -0.971 1.710 3.838
H -2.442 0.790 4.245
H 1.725 -1.416 4.012
H 1.618 0.357 3.818
H 1.231 -0.403 5.416
*
```

Its orbital gap is 8.841 eV. The value obtained for the relative energy (zero: lowest compared OMol25 entry of this formula, charge and spin) is 329.9 kJ/mol.

[11]
Entry from OMol25: C3H2O3Rh as an isolated structure at a distorted geometry (wB97M-V/def2-TZVPD).

Structure (ORCA input):
```
! RIJCOSX wB97M-V def2-TZVPD def2/J DEFGRID3
* xyz 2 6
C -1.860 0.656 -0.029
C -1.335 -0.470 -0.457
O -0.175 -1.038 -0.337
H -2.338 -0.738 0.360
H -2.385 1.408 -0.615
C 1.231 -0.445 0.352
O 1.162 0.739 0.659
O 2.245 -1.115 0.192
Rh 3.456 1.002 -0.124
*
```

Its orbital gap (alpha / beta) is 6.079 / 7.389 eV. The value obtained for the relative energy (zero: lowest compared OMol25 entry of this formula, charge and spin) is 445.1 kJ/mol.

[12]
Entry from OMol25: CH2ClFP2 in the gas phase at a distorted geometry (wB97M-V/def2-TZVPD).

Structure (ORCA input):
```
! RIJCOSX wB97M-V def2-TZVPD def2/J DEFGRID3
* xyz 0 1
F 2.912 -0.954 -0.266
P 2.190 0.519 -0.016
P 0.229 -0.094 0.226
C -1.282 0.551 -0.259
Cl -2.710 -0.355 0.052
H -0.078 -1.364 0.619
H -1.262 1.696 -0.356
*
```

As for the SMILES: FP=[PH]=CCl. Its orbital gap (alpha / beta) is 6.772 / 6.770 eV. The value obtained for the relative energy (zero: lowest compared OMol25 entry of this formula, charge and spin) is 218.7 kJ/mol.